(1)
Density functional theory data (the ωB97M-V functional and the def2-TZVPD basis) for 3 unconnected molecules or ions with the total composition C24H51BBr2N3O5P.

Computed properties:
E_LUMO (spin up / spin down)   0.033 / 0.033 eV
Orbital gap (spin up / spin down)   7.923 / 7.962 eV
Multiplicity   3
Expectation value of S²   2.01

```
87
Properties=species:S:1:pos:R:3:mulliken_spin:R:1
C 0.14678 3.50666 1.59787 0.02
N -5.62109 0.50285 1.93124 0.42
C 1.65527 1.49645 1.90496 0.03
H 5.49248 0.44219 -2.73299 0.00
H -6.58410 -0.30151 4.60081 0.00
H -6.65638 -1.98127 2.13948 -0.01
C -7.43300 -1.22025 2.22732 0.03
H -0.99725 0.98199 -2.21895 0.00
H -1.75233 1.62587 1.42592 0.00
H 0.23169 -0.24683 -1.91301 0.01
H -6.29206 2.55593 4.55175 0.00
H 1.10091 -0.40043 2.74240 0.00
H 1.91951 1.97910 2.85009 0.00
H -3.79888 2.37888 2.69277 0.01
H -7.95378 -0.59720 -0.27080 0.00
H 2.93569 -0.19675 -2.97719 0.00
O 3.73259 -3.20318 -2.26389 0.00
H 6.00119 -4.73911 -3.39471 0.00
H -8.33174 -1.59388 1.73577 0.00
H 6.04813 -2.31692 -2.32267 0.00
O 8.17264 0.02700 -2.30494 0.00
C -7.00384 0.06885 1.52421 -0.01
C -3.96689 1.56462 3.39217 -0.04
C 7.05809 -4.58148 -3.17488 0.00
C 0.63675 0.38350 2.14066 -0.03
N 0.62373 1.91324 -0.29270 0.43
H -7.80419 2.01381 1.09176 0.00
H 4.83302 0.02811 -4.30562 0.00
N 2.58281 -2.43790 -4.10617 0.00
H -2.05386 2.26686 -0.19045 -0.01
C -5.39976 1.04667 3.31664 0.02
Br 7.65464 -3.56959 -5.83052 0.00
Br 7.91242 -6.26228 -3.76995 0.00
H -0.64728 2.98020 2.11671 0.00
C -0.41718 0.83661 -0.13774 -0.02
H 8.59856 -3.15430 -3.59885 0.00
P 6.37765 -1.76324 -3.57011 0.00
H -6.75395 0.67632 -0.55112 0.00
H 7.38129 -5.43113 -1.20623 0.00
H 2.57389 1.05961 1.50142 0.00
H -5.13722 0.36157 5.32382 0.00
H 8.16518 -3.87437 -1.44682 0.00
H -3.25740 0.76610 3.16952 0.01
C 7.26732 -4.45433 -1.66607 0.00
C 3.75175 -0.82913 -2.63369 0.00
C 2.34971 3.45495 0.49863 0.00
C -6.97462 -0.21662 0.02568 0.00
O -4.99740 1.14578 1.02049 0.53
H -3.78151 1.92357 4.40613 0.00
H -0.20871 0.75518 2.72689 0.00
H -0.30435 4.17059 0.85920 -0.01
C -0.66250 0.22194 -1.51208 -0.01
H 0.99134 -0.71536 0.32714 0.00
H 3.81565 -0.71930 -1.55349 0.00
C -6.39348 2.19525 3.52453 0.03
H -6.22252 -0.97004 -0.20987 0.00
B 7.90157 -0.54765 -3.51548 0.00
H 9.50309 0.02532 -4.48249 0.00
C 1.17381 2.58606 0.93536 0.00
H 2.71648 4.00129 1.36985 0.00
C -7.97621 1.21911 1.82362 0.03
C 7.57170 -3.36505 -3.90947 0.00
H 2.18443 -3.37213 -4.06941 0.00
H -5.00212 -0.92906 4.12557 -0.01
H -0.61693 -0.96981 0.99862 0.00
H -7.67337 -1.09230 3.27749 0.00
H -6.10731 3.01813 2.86252 0.00
C 5.06639 -0.37797 -3.31548 0.00
H 6.41719 -3.95814 -1.19758 0.00
O 8.62799 -0.34382 -4.64417 0.00
C 3.38956 -2.26555 -2.94978 0.00
O 1.51155 1.63963 -1.16811 0.49
C -7.83656 1.79613 3.23022 -0.02
H 0.66436 4.11985 2.33662 0.00
H -8.99283 0.85061 1.66209 0.00
H -2.52173 0.62379 0.22897 0.00
C 0.15347 -0.21426 0.82223 0.04
H 5.74337 -2.12582 -4.78799 0.00
H -1.44599 -0.53149 -1.41592 0.00
H -8.47666 2.67594 3.31839 0.00
H 2.03779 4.17470 -0.25862 0.00
H 3.15982 2.85942 0.08849 0.00
H -8.19891 1.08300 3.97583 0.00
C -5.55467 -0.02808 4.39458 0.02
H 3.12771 -2.37367 -4.96194 0.00
C -1.75081 1.38123 0.36951 0.05
H 8.60042 0.88680 -2.35405 0.00
```

=====

(2)
Density functional theory data (the ωB97M-V functional and the def2-TZVPD basis) for a molecular structure, C24H51N4O6PtS5 in a non-equilibrium geometry.

Computed properties:
E_LUMO (spin up / spin down)   -2.821 / -4.116 eV
Orbital gap (spin up / spin down)   7.208 / 5.912 eV
Total charge   +1
Multiplicity   3
Expectation value of S²   2.01

```
91
Properties=species:S:1:pos:R:3:mulliken_spin:R:1
S 4.95262 -1.19268 2.76809 0.00
Pt -3.53881 -0.85702 -0.08158 1.63
H 3.35262 0.34690 3.53391 0.00
H -1.70430 2.57803 0.48786 -0.01
N 4.51819 -2.01968 -4.07714 0.00
H 4.53776 2.71294 -1.31295 0.00
C -3.13569 2.27790 -2.73436 0.00
H 1.06425 -2.37600 5.50935 0.00
H 5.57132 0.14325 4.64007 0.00
H -4.59442 -5.31865 -2.28643 0.00
C -1.26770 -0.58860 3.97862 -0.01
H 0.03011 5.66641 1.78551 0.00
H 2.18442 0.26650 -3.22939 0.00
C -5.10330 2.39124 2.20013 0.00
S -4.22562 2.38666 0.55903 0.00
H -4.59075 1.79413 2.95436 0.00
S -2.74623 -3.91958 -1.61685 0.01
O -3.36175 -2.84259 -0.64592 0.03
C 3.47662 -1.49598 -3.82875 0.00
C -0.31783 -0.00782 -0.49854 -0.03
N 2.93753 3.02577 1.38037 0.00
C -3.94480 -4.61569 -2.80791 0.00
C 2.90314 -4.14306 0.24570 0.00
O -1.37731 -0.59217 0.19689 0.22
C 1.01714 -0.17300 0.09610 0.05
H 1.45185 -1.94657 2.90099 0.00
C 0.27682 -4.35772 0.59049 0.00
H -0.71046 -3.67599 -3.03104 0.00
H -4.56740 -3.74819 -3.02678 0.00
H -2.46217 3.04641 2.01615 0.00
H -2.22907 -0.10792 3.87317 0.00
C 3.17929 2.84904 0.30143 0.00
C 0.42463 -1.79689 4.85980 0.00
H -1.73166 -0.66981 -4.48383 0.00
H 6.89756 -1.07809 4.47839 0.00
C -0.77143 -1.15029 5.16436 0.00
C 3.48143 2.61073 -1.06433 0.00
H 1.06258 -1.24207 0.30379 0.00
N 0.20116 4.39341 0.11256 0.00
H 6.75763 0.32907 3.37439 0.00
H 4.58839 1.19845 2.47523 0.00
H -1.97885 -2.86703 -3.85019 0.00
H 1.13304 0.30650 1.06808 0.00
H -2.92664 2.88294 -3.61658 0.00
C -1.32972 5.37072 -1.20157 0.00
S -3.47726 0.55312 -3.30940 0.04
C -2.49530 2.32978 1.19551 0.00
C -0.40405 4.33736 -1.12005 0.00
C -1.94122 0.38771 -4.32307 0.00
H 0.58591 -5.35579 0.90100 0.00
N -0.39145 -0.84944 2.98282 -0.01
O -4.45986 1.04644 -0.12148 0.04
H -0.15689 -0.38646 -1.50791 -0.01
H 2.92000 3.37165 -1.60646 0.00
H 1.64023 -1.25727 -2.69452 0.00
H 0.92211 3.83375 0.54512 0.00
H -2.33258 2.38264 -2.00488 0.00
C -0.38522 5.40622 0.82312 0.00
H -0.77086 -4.31298 0.29306 0.00
C -1.58248 -3.04732 -2.85095 0.01
H 3.02587 1.65010 -1.30463 0.00
O -3.32568 -0.27898 -2.09035 0.01
H -1.96251 0.88462 -5.29298 0.00
H 3.23826 -3.45189 1.01906 0.00
H 3.70232 -4.08752 -0.49344 0.00
H 3.21760 0.16429 1.81487 0.00
H -5.20579 3.45917 2.39276 0.00
H -1.95495 6.92114 0.13128 0.00
H 2.92880 -5.14215 0.68074 0.00
H 1.50835 -0.80245 -4.36607 0.00
H -1.09528 0.74752 -3.73739 0.00
H -0.55707 -0.70023 1.99773 0.01
H -0.06348 3.50887 -1.72339 0.00
H -2.34518 1.36460 1.67924 0.02
C 2.18568 -0.78616 -3.51223 0.00
C 6.21024 -0.41368 3.95472 0.00
C 3.93826 0.33475 2.61468 0.00
H -3.46757 -5.09610 -3.66205 0.00
H -1.21899 -2.16055 -2.33170 0.00
O 1.37478 -4.92955 -1.77179 0.00
C 0.63260 -1.59789 3.51226 0.00
C -1.28513 6.08287 0.00859 0.00
S 1.39449 -3.79568 -0.74649 0.00
H -1.27544 -1.06848 6.11603 0.00
H -6.12674 2.03791 2.07433 0.00
H 1.81541 0.19131 -0.55053 0.00
H -3.92168 2.88850 -2.28996 0.00
H -0.43304 1.06822 -0.62879 -0.01
O 5.68185 -1.27625 1.44809 0.00
H -1.98303 5.67793 -2.00482 0.00
H 0.31171 -3.62797 1.39941 0.00
```